Entry 1:
# C20H21Cl2N3O2S

An isolated molecule of C20H21Cl2N3O2S (ωB97M-V with the def2-TZVPD basis set, the OMol25 dataset).

Results
Structure (SMILES): O=C(NCc1ccc(Cl)cc1Cl)c1ccc(CN2CCN3C(=O)CC[C@H]3C2)s1
Relative energy (zero: lowest compared OMol25 entry of this formula, charge and spin): 10.5 kcal/mol
E_LUMO: 0.36 eV
HOMO level: -8.35 eV
Gap between HOMO and LUMO: 8.71 eV

Atoms and positions in Å:
O: -1.61 -3.14 -2.57
C: -1.49 -1.92 -2.31
N: -2.25 -1.02 -3.04
C: -3.36 -1.39 -3.90
C: -4.60 -0.56 -3.66
C: -5.74 -1.22 -3.24
C: -6.84 -0.39 -2.78
C: -6.69 1.03 -2.78
Cl: -8.12 1.87 -2.22
C: -5.61 1.66 -3.27
C: -4.51 0.90 -3.66
Cl: -3.23 1.82 -4.35
C: -0.43 -1.53 -1.34
C: 0.23 -0.42 -1.22
C: 1.43 -0.53 -0.32
C: 1.60 -1.70 0.23
C: 2.85 -2.04 1.04
N: 3.12 -0.88 1.85
C: 4.49 -0.38 1.69
C: 4.97 0.39 2.95
N: 3.85 1.24 3.45
C: 3.77 2.53 2.93
O: 4.72 3.10 2.46
C: 2.33 3.09 2.99
C: 1.53 1.81 3.10
C: 2.49 0.78 3.72
C: 2.46 -0.66 3.18
S: 0.29 -2.75 -0.23
H: -1.80 -0.11 -3.07
H: -3.61 -2.46 -3.67
H: -2.95 -1.39 -4.89
H: -5.89 -2.29 -3.33
H: -7.85 -0.79 -2.54
H: -5.60 2.69 -3.35
H: -0.01 0.47 -1.78
H: 2.10 0.32 -0.27
H: 2.57 -2.90 1.61
H: 3.58 -2.27 0.29
H: 5.18 -1.17 1.50
H: 4.57 0.28 0.80
H: 5.29 -0.38 3.63
H: 5.87 0.91 2.73
H: 2.09 3.81 3.78
H: 2.17 3.62 2.08
H: 0.52 2.02 3.59
H: 1.21 1.54 2.12
H: 2.36 0.77 4.79
H: 3.01 -1.17 3.99
H: 1.56 -1.16 3.28

---

Entry 2:
# C20H21Cl2N3O4

An isolated molecule of C20H21Cl2N3O4 (ωB97M-V with the def2-TZVPD basis set, the OMol25 dataset).

Results
Structure (SMILES): COc1ccc2c(Nc3c(Cl)cncc3Cl)cc(=O)oc2c1OCCCN(C)C
Relative energy (zero: lowest compared OMol25 entry of this formula, charge and spin): 92.6 kcal/mol
E_LUMO: 0.01 eV
HOMO level: -8.20 eV
Gap between HOMO and LUMO: 8.21 eV

Atoms and positions in Å:
C: -3.05 2.94 -2.05
O: -1.69 2.55 -1.90
C: -1.34 1.81 -0.80
C: -2.25 1.06 -0.04
C: -1.83 0.29 1.05
C: -0.47 0.27 1.37
C: 0.00 -0.47 2.53
N: -0.91 -0.94 3.46
C: -0.58 -1.69 4.60
C: 0.04 -2.93 4.51
Cl: 0.53 -3.65 2.96
C: 0.28 -3.66 5.66
N: -0.14 -3.23 6.86
C: -0.78 -2.04 6.96
C: -1.01 -1.23 5.87
Cl: -1.85 0.29 6.11
C: 1.33 -0.57 2.74
C: 2.27 0.09 1.79
O: 3.44 -0.19 2.00
O: 1.80 0.97 0.86
C: 0.47 1.00 0.61
C: 0.01 1.79 -0.45
O: 0.85 2.69 -1.13
C: 2.01 2.14 -1.79
C: 1.72 1.61 -3.21
C: 1.04 0.22 -3.19
N: 1.08 -0.43 -4.53
C: 1.39 -1.88 -4.52
C: -0.05 -0.09 -5.44
H: -3.39 3.42 -1.15
H: -3.67 2.06 -2.26
H: -3.10 3.69 -2.83
H: -3.32 1.06 -0.26
H: -2.54 -0.29 1.63
H: -1.78 -0.45 3.54
H: 0.82 -4.59 5.59
H: -1.04 -1.70 7.96
H: 1.84 -1.07 3.55
H: 2.71 2.98 -1.92
H: 2.51 1.36 -1.23
H: 1.16 2.36 -3.75
H: 2.62 1.46 -3.76
H: 0.00 0.29 -2.87
H: 1.57 -0.42 -2.48
H: 0.73 -2.46 -3.86
H: 1.22 -2.30 -5.52
H: 2.41 -2.15 -4.23
H: 0.16 -0.34 -6.47
H: -1.03 -0.59 -5.16
H: -0.19 0.97 -5.43

---

Entry 3:
# C20H21Cl3FGeNO4Ti

A structure of composition C20H21Cl3FGeNO4Ti (ωB97M-V with the def2-TZVPD basis set, the OMol25 dataset).

Results
Relative energy (zero: lowest compared OMol25 entry of this formula, charge and spin): 63.2 kcal/mol
E_LUMO (alpha / beta): 2.53 / 2.51 eV
HOMO level (alpha / beta): -4.23 / -4.30 eV
Net charge: -1
Multiplicity: 2
Gap between HOMO and LUMO (alpha / beta): 6.76 / 6.81 eV

Atoms and positions in Å:
Ti: 1.83 -0.63 0.30
O: 3.78 -4.06 -0.15
C: 3.21 -3.03 0.05
O: 3.09 -1.91 -0.42
C: 2.11 -3.10 1.49
O: 2.30 -4.07 2.17
O: 1.37 -2.13 1.44
C: 0.26 0.61 3.39
C: -0.74 0.63 2.22
C: -2.11 1.10 2.71
C: -0.29 1.52 1.08
C: -0.18 2.89 1.28
C: 0.13 3.73 0.22
C: 0.25 3.21 -1.06
C: 0.13 1.85 -1.31
C: 0.12 1.38 -2.75
C: -1.31 0.97 -3.13
C: 1.11 0.25 -3.09
C: -0.07 0.98 -0.21
N: 0.05 -0.39 -0.38
C: -0.97 -1.26 -0.50
C: -2.34 -0.93 -0.42
C: -3.31 -1.91 -0.51
C: -2.97 -3.24 -0.73
C: -1.63 -3.58 -0.90
C: -0.68 -2.61 -0.79
F: 0.65 -2.91 -0.99
H: -0.18 0.08 4.23
H: 0.51 1.62 3.71
H: 1.18 0.09 3.10
H: -0.85 -0.40 1.86
H: -2.04 2.09 3.16
H: -2.50 0.41 3.46
H: -2.82 1.16 1.88
H: -0.33 3.31 2.26
H: 0.25 4.79 0.39
H: 0.43 3.88 -1.89
H: 0.39 2.25 -3.37
H: -1.59 0.04 -2.64
H: -1.38 0.83 -4.20
H: -2.01 1.75 -2.82
H: 1.08 -0.55 -2.34
H: 2.13 0.64 -3.15
H: 0.86 -0.17 -4.06
H: -2.62 0.10 -0.28
H: -4.35 -1.63 -0.41
H: -3.73 -4.00 -0.77
H: -1.33 -4.59 -1.12
Cl: 5.20 2.57 1.32
Ge: 3.12 1.72 1.40
Cl: 3.14 1.03 -0.77
Cl: 3.68 -0.42 2.04

---

Entry 4:
# C20H21ClFeN2OSi

A structure of composition C20H21ClFeN2OSi (ωB97M-V with the def2-TZVPD basis set, the OMol25 dataset).

Results
Relative energy (zero: lowest compared OMol25 entry of this formula, charge and spin): 0.0 kcal/mol
E_LUMO (alpha / beta): -4.20 / -4.06 eV
HOMO level (alpha / beta): -11.11 / -11.20 eV
Net charge: +1
Multiplicity: 2
Gap between HOMO and LUMO (alpha / beta): 6.90 / 7.14 eV

Atoms and positions in Å:
Fe: -0.02 -0.91 -0.07
Cl: -7.01 -0.74 -1.60
C: -5.36 -1.06 -1.20
C: -5.04 -2.27 -0.56
C: -3.74 -2.56 -0.22
C: -2.72 -1.64 -0.51
O: -1.47 -1.95 -0.21
C: -3.05 -0.43 -1.14
C: -2.04 0.52 -1.48
N: -0.82 0.48 -1.06
C: 0.10 1.48 -1.48
C: -0.18 2.77 -1.82
C: 0.88 3.63 -2.21
C: 2.17 3.21 -2.23
C: 2.49 1.88 -1.85
C: 3.79 1.34 -1.81
C: 3.98 0.05 -1.40
C: 2.87 -0.71 -1.00
N: 1.63 -0.25 -1.02
C: 1.44 1.03 -1.46
C: -4.39 -0.15 -1.50
H: -5.83 -2.98 -0.34
H: -3.48 -3.49 0.25
H: -2.32 1.33 -2.14
H: -1.19 3.15 -1.79
H: 0.64 4.65 -2.48
H: 2.97 3.88 -2.52
H: 4.63 1.96 -2.09
H: 4.96 -0.39 -1.36
H: 3.01 -1.72 -0.65
H: -4.64 0.78 -1.99
C: 0.86 -0.79 4.33
Si: 1.04 -0.58 2.50
C: 2.46 0.59 2.19
C: 1.27 -2.29 1.69
C: -0.52 -0.06 1.62
H: 1.79 -1.17 4.76
H: 0.07 -1.49 4.60
H: 0.64 0.16 4.81
H: 3.38 0.18 2.62
H: 2.26 1.54 2.69
H: 2.66 0.81 1.14
H: 2.28 -2.67 1.88
H: 1.16 -2.41 0.59
H: 0.56 -2.99 2.12
H: -0.82 0.97 1.50
H: -1.37 -0.70 1.88

---

Entry 5:
# C20H21ClN2O11P

A cluster of 3 separate species, C20H21ClN2O11P in total (ωB97M-V with the def2-TZVPD basis set, the OMol25 dataset).

Results
Relative energy (zero: lowest compared OMol25 entry of this formula, charge and spin): 0.0 kcal/mol
E_LUMO: -3.81 eV
HOMO level: -11.99 eV
Net charge: +1
Gap between HOMO and LUMO: 8.18 eV

Atoms and positions in Å:
O: -2.58 -3.94 4.62
C: -2.21 -3.11 3.85
O: -2.81 -1.85 3.74
C: -3.36 -1.75 2.40
C: -4.40 -0.57 2.30
C: -3.99 0.51 1.23
C: -4.65 0.20 -0.20
C: -3.48 -0.03 -1.20
C: -3.29 -1.26 -1.93
N: -2.10 -1.01 -2.65
C: -1.59 0.22 -2.45
N: -2.45 0.86 -1.56
P: -2.13 2.55 -1.06
O: -1.81 3.33 -2.52
Cl: -3.86 3.48 -0.36
H: -1.35 -3.41 3.16
H: -2.49 -1.62 1.69
H: -3.89 -2.71 2.19
H: -5.40 -0.99 2.02
H: -4.46 -0.04 3.29
H: -2.87 0.59 1.09
H: -4.34 1.51 1.59
H: -5.27 -0.73 -0.18
H: -5.25 1.07 -0.58
H: -3.91 -2.18 -1.93
H: -1.64 -1.69 -3.26
H: -0.67 0.63 -2.94
H: -2.70 3.39 -2.95
C: 3.12 1.43 -3.62
C: 2.42 2.19 -2.78
C: 3.08 2.94 -1.67
O: 2.40 3.64 -0.94
C: 4.52 2.78 -1.50
C: 5.22 2.01 -2.34
C: 4.57 1.29 -3.47
O: 5.24 0.61 -4.22
O: 6.55 1.85 -2.20
O: 1.08 2.34 -2.90
H: 2.65 0.88 -4.43
H: 4.98 3.31 -0.68
H: 6.82 1.26 -2.92
H: 0.82 2.94 -2.17
C: 3.04 -2.78 1.63
C: 1.75 -2.49 1.39
C: 1.17 -1.17 1.77
O: -0.01 -0.95 1.52
C: 2.03 -0.20 2.44
C: 3.32 -0.49 2.68
C: 3.91 -1.80 2.27
O: 5.08 -2.02 2.49
O: 4.13 0.38 3.29
O: 0.93 -3.38 0.80
H: 3.47 -3.74 1.35
H: 1.59 0.74 2.72
H: 5.00 -0.06 3.34
H: 0.06 -2.93 0.74

---

Entry 6:
# C20H21F6OSi

The ion C20H21F6OSi with charge +1 (ωB97M-V with the def2-TZVPD basis set, the OMol25 dataset).

Results
Relative energy (zero: lowest compared OMol25 entry of this formula, charge and spin): 0.0 kcal/mol
E_LUMO: -6.67 eV
HOMO level: -12.41 eV
Net charge: +1
Gap between HOMO and LUMO: 5.74 eV

Atoms and positions in Å:
C: 4.69 -1.91 -1.74
Si: 3.03 -1.86 -0.89
C: 1.67 -2.11 -2.11
C: 3.02 -3.06 0.54
O: 2.66 -0.38 -0.14
C: 1.67 0.51 -0.14
C: 1.65 1.42 -1.31
F: 0.58 1.21 -2.16
F: 1.63 2.74 -0.94
F: 2.76 1.27 -2.10
C: 1.02 0.86 1.13
H: 4.77 -2.92 -2.17
H: 4.77 -1.18 -2.55
H: 5.53 -1.77 -1.05
H: 1.75 -3.14 -2.46
H: 0.68 -1.96 -1.66
H: 1.78 -1.43 -2.97
H: 2.93 -4.07 0.13
H: 3.96 -2.98 1.11
H: 2.18 -2.86 1.22
H: 1.55 1.76 1.50
H: 1.31 0.02 1.79
F: -3.84 1.64 -3.94
C: -3.72 2.77 -3.17
F: -3.07 3.70 -3.92
F: -4.99 3.23 -2.96
C: -2.99 2.45 -1.89
C: -1.95 3.26 -1.46
C: -1.15 2.83 -0.39
C: -1.38 1.60 0.22
C: -0.46 1.14 1.38
C: -1.03 -0.01 2.23
C: -0.94 0.09 3.63
C: -1.29 -1.00 4.43
C: -1.77 -2.18 3.85
C: -1.90 -2.26 2.46
C: -1.48 -1.20 1.65
C: -2.61 0.99 -0.04
C: -3.37 1.34 -1.14
H: -1.75 4.21 -1.94
H: -0.40 3.51 0.02
H: -0.46 2.01 2.05
H: -0.60 1.03 4.07
H: -1.20 -0.91 5.51
H: -2.08 -3.00 4.48
H: -2.33 -3.14 1.99
H: -1.56 -1.27 0.56
H: -3.01 0.25 0.66
H: -4.27 0.79 -1.40

---

What did the second record say?
# C20H21Cl2N3O4

An isolated molecule of C20H21Cl2N3O4 (ωB97M-V with the def2-TZVPD basis set, the OMol25 dataset).

Results
Structure (SMILES): COc1ccc2c(Nc3c(Cl)cncc3Cl)cc(=O)oc2c1OCCCN(C)C
Relative energy (zero: lowest compared OMol25 entry of this formula, charge and spin): 92.6 kcal/mol
E_LUMO: 0.01 eV
HOMO level: -8.20 eV
Gap between HOMO and LUMO: 8.21 eV

Atoms and positions in Å:
C: -3.05 2.94 -2.05
O: -1.69 2.55 -1.90
C: -1.34 1.81 -0.80
C: -2.25 1.06 -0.04
C: -1.83 0.29 1.05
C: -0.47 0.27 1.37
C: 0.00 -0.47 2.53
N: -0.91 -0.94 3.46
C: -0.58 -1.69 4.60
C: 0.04 -2.93 4.51
Cl: 0.53 -3.65 2.96
C: 0.28 -3.66 5.66
N: -0.14 -3.23 6.86
C: -0.78 -2.04 6.96
C: -1.01 -1.23 5.87
Cl: -1.85 0.29 6.11
C: 1.33 -0.57 2.74
C: 2.27 0.09 1.79
O: 3.44 -0.19 2.00
O: 1.80 0.97 0.86
C: 0.47 1.00 0.61
C: 0.01 1.79 -0.45
O: 0.85 2.69 -1.13
C: 2.01 2.14 -1.79
C: 1.72 1.61 -3.21
C: 1.04 0.22 -3.19
N: 1.08 -0.43 -4.53
C: 1.39 -1.88 -4.52
C: -0.05 -0.09 -5.44
H: -3.39 3.42 -1.15
H: -3.67 2.06 -2.26
H: -3.10 3.69 -2.83
H: -3.32 1.06 -0.26
H: -2.54 -0.29 1.63
H: -1.78 -0.45 3.54
H: 0.82 -4.59 5.59
H: -1.04 -1.70 7.96
H: 1.84 -1.07 3.55
H: 2.71 2.98 -1.92
H: 2.51 1.36 -1.23
H: 1.16 2.36 -3.75
H: 2.62 1.46 -3.76
H: 0.00 0.29 -2.87
H: 1.57 -0.42 -2.48
H: 0.73 -2.46 -3.86
H: 1.22 -2.30 -5.52
H: 2.41 -2.15 -4.23
H: 0.16 -0.34 -6.47
H: -1.03 -0.59 -5.16
H: -0.19 0.97 -5.43